Record 1
{
  "formula": "C20H20ClN5O2S",
  "method": "ωB97M-V/def2-TZVPD",
  "elements": ["C", "O", "C", "N", "C", "C", "C", "C", "C", "O", "C", "S", "C", "C", "N", "C", "C", "C", "C", "N", "N", "N", "C", "C", "C", "C", "Cl", "C", "C", "H", "H", "H", "H", "H", "H", "H", "H", "H", "H", "H", "H", "H", "H", "H", "H", "H", "H", "H", "H"],
  "positions_angstrom": [[1.558958, 4.895937, -4.181161], [2.377497, 4.672910, -3.049586], [2.090640, 3.644626, -2.187173], [1.085653, 2.789650, -2.465832], [0.793212, 1.860640, -1.574703], [-0.240546, 0.945243, -1.915422], [-0.629961, -0.046467, -1.011100], [0.048890, -0.235349, 0.190000], [-0.289538, -1.403513, 1.171929], [-0.250287, -0.897049, 2.504865], [-1.642666, -2.046268, 0.920524], [-1.902709, -3.528119, -0.007210], [-3.652712, -3.320438, 0.154214], [-4.691962, -4.217496, -0.470209], [-3.987656, -2.303832, 0.910273], [-2.867127, -1.557996, 1.229952], [-3.195551, -0.245649, 1.876754], [0.788033, -2.447762, 1.089398], [1.642092, -2.616182, 0.057441], [2.510266, -3.648693, 0.369556], [2.144538, -4.143959, 1.527372], [1.071368, -3.470195, 1.982313], [0.395256, -3.712487, 3.276036], [1.078152, 0.666160, 0.508736], [1.437199, 1.720774, -0.350204], [2.406010, 2.698476, 0.018906], [3.154718, 2.737685, 1.602622], [2.779674, 3.642864, -0.938153], [3.669075, 4.810734, -0.517677], [1.682604, 5.891760, -4.593011], [0.496781, 4.743932, -4.003332], [1.833589, 4.170903, -4.937267], [-0.737626, 1.092532, -2.847737], [-1.473728, -0.687366, -1.289152], [-0.472614, 0.046730, 2.470282], [-5.058988, -4.864216, 0.341070], [-4.253397, -4.813260, -1.272598], [-5.456902, -3.551510, -0.854989], [-3.879075, 0.300391, 1.213711], [-2.344598, 0.450084, 2.028913], [-3.705987, -0.432756, 2.801929], [1.680441, -2.059155, -0.881349], [0.800080, -4.609560, 3.740828], [-0.701153, -3.834239, 3.182892], [0.646159, -2.895374, 3.935279], [1.560545, 0.516852, 1.481230], [3.845580, 5.519117, -1.352133], [3.199859, 5.330497, 0.313419], [4.657916, 4.440391, -0.200444]],
  "atomic_forces_ev_per_a": [[-0.5680, -0.8974, -0.6354], [0.0947, -0.4178, 1.2629], [-2.1748, -0.6549, -0.6225], [2.4320, 3.0310, -1.1583], [-0.8936, -1.4619, -0.1961], [0.0020, -0.6266, 1.8026], [-0.3183, 0.4666, -1.7235], [0.8227, 0.4371, 0.7116], [-0.0194, 0.2491, 0.0399], [0.0363, 0.4036, 0.2759], [-0.7065, -0.5145, -0.8289], [-0.6024, 0.5571, 0.2113], [0.5638, 0.4834, 0.7134], [0.9868, 0.0468, 0.6386], [0.8732, -0.5192, -1.3562], [-0.3631, 0.6297, 0.7942], [0.5953, 0.7915, -0.6240], [-0.3674, -0.5604, 0.2668], [1.2670, -0.6230, -0.2084], [-1.2022, 0.0825, 0.7177], [-0.0740, 0.1531, -0.3688], [-0.4264, 1.2801, -0.7896], [0.4416, -0.3500, -0.2430], [-1.0822, -1.3675, 0.5965], [0.5026, -0.3258, 1.8841], [0.4803, 0.6401, -1.6600], [-0.4772, -0.1635, -0.7010], [0.1108, 0.5984, 1.4755], [0.5297, -0.3253, -1.0531], [0.4955, 0.1668, 0.4372], [-0.0200, -0.0317, 0.4455], [0.0497, -0.1204, -0.3527], [-0.2613, -0.0072, -0.4453], [0.3736, 0.1195, 0.1808], [0.0706, -0.4151, 0.0751], [-0.2260, 0.0917, -0.5254], [-0.1919, -0.0251, 0.1052], [-0.2859, -0.2363, 0.0023], [-0.0287, -0.2154, 0.1675], [-0.4636, -0.6711, 0.0135], [-0.2147, 0.0939, 0.5686], [0.2160, -0.2912, 0.5207], [0.1066, -0.1208, -0.3801], [0.6722, 0.2677, -0.2812], [-0.2490, 0.3279, 0.1219], [0.1047, 0.2628, -0.5160], [-0.2825, -0.4834, 0.5230], [0.0655, 0.0866, 0.0807], [-0.3942, 0.1587, 0.0363]],
  "nbo_charge": [-0.253, -0.496, 0.544, -0.483, 0.151, -0.186, -0.205, -0.056, 0.162, -0.710, -0.252, 0.375, 0.105, -0.657, -0.459, 0.152, -0.629, 0.140, -0.134, -0.241, -0.046, -0.182, -0.414, -0.193, -0.080, 0.043, 0.025, -0.115, -0.639, 0.196, 0.197, 0.185, 0.227, 0.229, 0.483, 0.239, 0.226, 0.243, 0.231, 0.197, 0.234, 0.228, 0.231, 0.223, 0.225, 0.238, 0.240, 0.228, 0.230],
  "smiles": "COc1nc2ccc([C@@](O)(c3sc(C)nc3C)c3cnnn3C)cc2c(Cl)c1C",
  "e_tot_ev": -55966.80905,
  "gap_ha": 0.3107,
  "fmax_ev_per_a": 4.06
}

Record 2
{
  "formula": "C24H37ClNbO18",
  "method": "ωB97M-V/def2-TZVPD",
  "elements": ["C", "C", "C", "Nb", "C", "C", "C", "Cl", "H", "H", "H", "H", "H", "H", "H", "H", "H", "H", "H", "H", "H", "C", "C", "O", "C", "O", "O", "H", "H", "H", "H", "C", "C", "O", "C", "O", "O", "H", "H", "H", "H", "C", "C", "O", "C", "O", "O", "H", "H", "H", "H", "C", "C", "O", "C", "O", "O", "H", "H", "H", "H", "C", "C", "O", "C", "O", "O", "H", "H", "H", "H", "C", "C", "O", "C", "O", "O", "H", "H", "H", "H"],
  "positions_angstrom": [[-1.312914, -3.384301, -0.759449], [-0.579168, -2.435035, -1.533416], [-0.010321, -1.126552, -2.406524], [-1.108479, 0.779479, -1.657135], [-2.774806, 0.337051, -3.166791], [-3.689377, -0.989150, -2.785138], [-4.522617, -0.848829, -1.378108], [-5.010315, 0.888255, -0.942314], [-2.165256, -3.908027, -0.107961], [-0.307035, -1.216811, -3.552604], [1.155296, -1.012277, -2.244968], [-0.196219, 1.847893, -2.796205], [-2.004157, 2.157745, -0.901280], [-1.942859, -0.327259, -0.449384], [0.223880, 0.954572, -0.401951], [-3.416451, 1.309353, -3.294512], [-2.219397, 0.054591, -4.185080], [-4.510558, -1.090849, -3.644713], [-3.057524, -1.988260, -2.734630], [-3.903331, -1.374666, -0.508346], [-5.541936, -1.463051, -1.471413], [-8.195953, -4.626609, -2.630620], [-7.253634, -5.459748, -1.823833], [-5.992891, -5.175144, -2.399716], [-6.098519, -3.955212, -3.003260], [-5.155746, -3.325174, -3.452609], [-7.395989, -3.532265, -3.037338], [-9.053742, -4.283505, -2.045713], [-8.558795, -5.149626, -3.521621], [-7.234857, -5.166766, -0.768794], [-7.479235, -6.527496, -1.892228], [2.114420, 6.249103, -0.231873], [1.019383, 6.094859, -1.236908], [0.970472, 4.697351, -1.452995], [1.497571, 4.105200, -0.341607], [1.456939, 2.907518, -0.114476], [2.074802, 5.027917, 0.482330], [1.947524, 7.096191, 0.439116], [3.099262, 6.353555, -0.699055], [0.049332, 6.427558, -0.852708], [1.232876, 6.624371, -2.169483], [6.385361, 8.143715, 1.870709], [6.356728, 6.988271, 2.817874], [5.013318, 6.964339, 3.261484], [4.266661, 7.581565, 2.299614], [3.047250, 7.590102, 2.274172], [5.062333, 8.186725, 1.370012], [7.102748, 7.998566, 1.058349], [6.603928, 9.091525, 2.373667], [6.583254, 6.037300, 2.324278], [7.040999, 7.123468, 3.659986], [2.204140, -1.436613, 1.200588], [2.759494, -0.105602, 0.809455], [4.010939, -0.068669, 1.468724], [4.382867, -1.363901, 1.687128], [5.484680, -1.706799, 2.082240], [3.361741, -2.224768, 1.404845], [1.572810, -1.870069, 0.420091], [1.635834, -1.394294, 2.135640], [2.925653, -0.022675, -0.269809], [2.124424, 0.722495, 1.135951], [6.236265, 2.180904, 4.822442], [6.196299, 2.579298, 3.382763], [6.855827, 3.831114, 3.373085], [7.664401, 3.862239, 4.472583], [8.503478, 4.721273, 4.686343], [7.412197, 2.806629, 5.300565], [6.293476, 1.096792, 4.953081], [5.378556, 2.562707, 5.386041], [6.747715, 1.883983, 2.741066], [5.174367, 2.676297, 3.006062], [-4.512593, -9.193900, -1.369309], [-4.528303, -9.446508, 0.103422], [-5.490497, -8.525676, 0.581298], [-6.316586, -8.235442, -0.466078], [-7.357358, -7.606950, -0.368732], [-5.826679, -8.740933, -1.635669], [-4.289799, -10.096864, -1.944338], [-3.803920, -8.408214, -1.651378], [-4.857071, -10.461587, 0.350045], [-3.554613, -9.265789, 0.567024]],
  "atomic_forces_ev_per_a": [[4.0844, 6.3848, -5.0687], [-5.2311, -4.8204, 4.4695], [0.3295, -2.7505, 0.7879], [-1.2465, 0.0996, -1.4964], [-0.2314, -1.5380, -0.3282], [-1.1193, 0.9302, -0.8228], [0.0256, -2.4226, -0.2997], [0.3733, -1.4184, -0.2431], [2.5969, 1.5873, -1.8308], [0.7810, -0.2104, 2.4066], [-2.3563, -0.5026, -0.5001], [0.7582, 0.5664, -0.3678], [0.0243, 0.0626, 0.4934], [0.2602, 0.3212, 0.4249], [-0.2250, -0.8121, 0.1829], [1.0154, -1.8784, 0.0888], [-1.2126, 0.7894, 1.8943], [1.8204, 0.0070, 1.9348], [-1.2670, 2.2550, -0.0684], [-1.2654, 1.7556, -1.7141], [2.1668, 1.5227, 0.1410], [-0.9400, -0.0093, -0.0184], [-0.5365, -0.6305, 0.2568], [0.1535, 0.8575, -0.5834], [2.2396, 1.3636, -0.9820], [-2.4206, -1.8119, 0.9209], [0.8509, 0.0001, -0.0343], [0.1696, 0.1107, -0.1618], [0.0377, 0.0208, 0.0406], [-0.0275, -0.0438, -0.1389], [0.2019, 0.7547, -0.2123], [0.3228, 1.0680, 0.3021], [-0.4526, 0.5827, -0.5564], [0.4070, -0.5116, 0.6255], [-0.2375, -2.7570, 0.3441], [0.4721, 3.1075, -0.4109], [-0.3379, -0.5869, -0.3094], [0.1277, -0.3643, -0.0737], [-0.0362, -0.0125, -0.0098], [0.0767, -0.0334, -0.0052], [-0.0884, -0.2368, 0.0459], [0.9241, 0.5400, -0.3150], [1.0576, -0.6315, 0.3114], [-0.9117, 0.5774, -0.6283], [-2.3071, -0.1556, 0.1864], [2.7237, 0.1378, 0.1788], [-0.8103, -0.3972, 0.4140], [-0.2585, 0.0663, 0.0315], [-0.0391, -0.0565, -0.0370], [-0.0250, 0.1554, 0.1064], [-0.2390, -0.1511, -0.0501], [-1.3659, -0.1398, -0.2766], [-1.0756, 0.9516, -0.6382], [0.9754, -1.1063, 0.6223], [1.4196, -0.5738, 0.4765], [-1.9232, 0.6754, -0.6426], [1.4746, 0.4556, 0.3447], [0.1142, -0.0357, 0.1843], [0.0490, 0.0016, -0.0821], [-0.0710, 0.0311, 0.1308], [0.2555, -0.0904, -0.1841], [-0.7652, -0.8619, 0.4511], [-0.7829, -0.7657, -0.9287], [0.8064, 0.4343, 0.9131], [1.4416, 1.3818, 0.4288], [-1.7249, -1.6588, -0.4685], [0.5697, 1.0037, -0.5423], [0.1193, 0.2304, 0.0497], [0.0800, -0.0038, -0.0591], [-0.0828, 0.0593, 0.0836], [0.2467, 0.1086, -0.0248], [0.9634, -0.2391, -0.7660], [0.7703, -0.6237, 0.5829], [-0.7895, 0.4671, -0.6912], [-1.7321, 0.9190, 0.3576], [2.1988, -2.2479, 0.4866], [-0.7856, 0.4351, 0.8253], [-0.1999, 0.2031, -0.0078], [-0.0953, -0.0564, 0.0384], [-0.0015, 0.0839, -0.0201], [-0.2676, 0.0808, 0.0347]],
  "lowdin_charge": [-0.061, -0.242, -0.444, 1.207, -0.470, -0.358, -0.607, 0.393, 0.026, 0.032, 0.016, -0.163, -0.166, -0.127, -0.145, 0.019, 0.039, 0.093, 0.087, 0.059, 0.066, -0.135, -0.160, 0.067, -0.503, 0.116, 0.061, 0.136, 0.133, 0.141, 0.106, -0.160, -0.141, 0.043, -0.511, 0.046, 0.060, 0.113, 0.135, 0.136, 0.133, -0.138, -0.142, 0.073, -0.500, 0.123, 0.060, 0.138, 0.134, 0.126, 0.139, -0.132, -0.160, 0.041, -0.529, 0.100, 0.058, 0.116, 0.138, 0.132, 0.106, -0.132, -0.126, 0.039, -0.515, 0.118, 0.064, 0.141, 0.138, 0.142, 0.144, -0.133, -0.139, 0.073, -0.493, 0.100, 0.069, 0.137, 0.144, 0.135, 0.140],
  "total_charge": -1,
  "e_tot_ev": -76403.74355,
  "gap_ha": 0.2298,
  "fmax_ev_per_a": 9.12
}